# 1
ORCA calculation (the ωB97M-V functional and the def2-TZVPD basis) on a cluster of 2 separate species, C4H11N2O in total in a non-equilibrium geometry.

```
18
Properties=species:S:1:pos:R:3:forces:R:3
N 1.037069 -3.011738 -2.366323 2.40 1.22 -1.05
C 0.899772 -1.111922 1.080641 -0.60 0.63 -0.76
C 0.416171 -0.080254 0.239349 0.66 0.24 -0.38
N 0.489597 1.243054 0.811419 -3.08 -0.07 0.52
C -0.711401 2.058688 0.502918 1.90 1.50 0.52
C -2.011534 1.513125 1.074775 -1.15 -1.94 -0.13
O -0.070229 -0.187011 -0.894813 0.52 -0.24 0.73
H 1.107619 -2.054522 -1.987160 -0.96 -0.18 0.32
H 0.920315 -3.005220 -3.392485 -0.80 -0.51 0.17
H 1.820984 -3.601235 -2.045850 -0.69 -0.64 0.24
H 0.660874 -2.097554 0.736042 0.27 -0.52 0.39
H 1.355396 -0.829385 2.008774 0.27 -0.53 0.36
H 0.764874 1.300121 1.794865 0.59 0.16 -0.14
H -0.655641 2.170715 -0.576873 -0.67 0.04 -0.14
H -0.599752 3.021047 1.031445 0.45 -0.19 -0.49
H -2.296948 0.562327 0.576149 0.13 0.59 0.07
H -2.025935 1.287163 2.143629 0.51 0.27 0.02
H -2.814345 2.235053 0.925389 0.25 0.17 -0.26
```
Positions in Å, forces in eV/Å.

Results
ΔE to the lowest compared entry with this formula, charge and spin	450.3	kJ/mol
total energy	-342.88090	Eh
2S+1	2
orbital gap (alpha / beta)	5.50 / 7.80	eV
total charge	+2
LUMO (alpha / beta)	-13.313 / -12.143	eV

=====

# 2
ORCA calculation (the ωB97M-V functional and the def2-TZVPD basis) on a structure of composition C12H8CrN2O4 in a non-equilibrium geometry.

```
27
Properties=species:S:1:pos:R:3:forces:R:3
Cr 0.057814 2.192810 -0.507524 0.19 -3.14 -0.58
C 0.134979 3.444323 0.947594 0.28 4.41 5.98
O 0.165739 4.033712 1.950587 -0.15 -2.52 -4.36
C 0.146128 2.575872 -2.421720 0.14 1.24 -7.31
O 0.168459 2.614875 -3.621342 -0.12 -0.35 6.94
C -1.552362 1.376066 -1.107688 -4.86 -2.04 -1.94
O -2.524005 0.809858 -1.439329 3.62 1.97 1.15
C 1.530110 0.997928 -1.134432 3.67 -2.55 -1.34
O 2.374823 0.262681 -1.461882 -3.16 2.50 1.03
C -0.232678 -2.226232 -2.827047 -0.70 -4.59 5.98
H 0.606738 -2.541144 -2.233642 0.66 -0.24 -0.15
H -1.159440 -2.454698 -2.325163 -0.54 -0.35 -0.43
C -0.134069 -1.425152 -3.837020 0.41 3.45 -2.65
H -0.977539 -0.862699 -4.023239 -1.87 1.05 -1.44
H 0.792638 -1.007722 -4.009402 2.05 0.50 -1.54
N 2.900339 -0.634176 4.415388 -3.05 0.22 -2.68
C 1.998967 -0.583874 3.649830 2.73 -0.32 2.22
C 0.848128 -0.547001 2.768227 0.06 -0.78 1.22
C -0.371993 -1.138473 3.209314 0.90 0.02 0.53
C -1.391126 -1.212373 2.293049 0.49 0.21 -0.85
C -1.210861 -0.543087 1.068603 -1.39 0.12 0.94
N -0.216442 0.342155 0.866661 0.95 -1.33 -1.58
C 0.920288 0.094017 1.550408 -0.62 0.99 1.28
H -0.457985 -1.594161 4.219943 0.18 0.48 -0.86
H -2.297806 -1.762908 2.500432 0.01 -0.06 -0.18
H -1.970476 -0.743000 0.300316 0.22 0.89 0.36
H 1.851635 0.532409 1.209078 -0.13 0.22 0.28
```
Positions in Å, forces in eV/Å.

Results
ΔE to the lowest compared entry with this formula, charge and spin	331.7	kJ/mol
total energy	-1916.12474	Eh
2S+1	5
orbital gap (alpha / beta)	7.48 / 1.88	eV
total charge	+2
LUMO (alpha / beta)	-8.899 / -13.486	eV

=====

# 3
ORCA calculation (the ωB97M-V functional and the def2-TZVPD basis) on a structure of composition C12H14FeN2PS in a non-equilibrium geometry.

```
31
Properties=species:S:1:pos:R:3:forces:R:3
C 0.273144 0.591263 -1.777621 0.74 2.02 -2.13
C 0.087722 -0.073583 -2.989373 -0.21 -1.14 -0.51
C -0.225766 -1.448802 -3.110968 0.08 0.76 -0.02
C -0.339295 -2.268612 -1.969505 0.01 0.32 -0.12
C -0.210477 -1.778227 -0.674933 -0.51 -2.49 0.08
Fe -0.090209 0.030240 -0.051300 -0.32 -0.53 0.65
P 0.153886 2.187353 0.622151 -0.15 0.58 0.46
H 0.614702 1.643603 -1.925060 -0.16 -0.32 -0.35
H 0.182548 0.456642 -3.949541 0.07 0.03 0.26
H -0.383590 -1.888125 -4.104382 0.12 0.20 0.28
H -0.276845 -2.626169 0.039820 -0.35 0.10 -0.36
H -0.542481 -3.335291 -2.176666 0.12 0.29 0.26
H -0.906110 2.818853 1.315475 0.09 0.45 0.21
H 0.292497 3.261426 -0.283478 0.19 -0.30 -0.08
H 1.184810 2.570497 1.524831 -0.10 0.42 0.15
N 1.307649 -2.452545 1.625655 0.21 0.02 1.37
C 0.450672 -1.793445 2.432531 -0.44 0.60 -1.28
N -0.157152 -0.633973 2.184130 0.75 -0.91 1.58
C -0.756160 -0.165460 3.387852 0.99 -0.88 0.33
C -1.231685 1.115804 3.695717 0.06 -0.06 -0.50
C -1.463510 1.487570 5.018411 -0.17 -0.30 -0.10
C -1.295988 0.563946 6.046948 0.01 -0.34 0.30
C -0.881982 -0.741601 5.776842 -0.23 0.06 -0.49
C -0.622299 -1.089520 4.457999 -0.49 0.66 0.42
S 0.050362 -2.602133 3.934761 0.10 0.35 0.17
H 1.660574 -3.335553 1.979661 0.01 0.47 -0.40
H 1.703831 -2.031081 0.793441 -0.57 -0.03 -0.31
H -1.381499 1.822449 2.887028 0.10 -0.05 0.23
H -1.783523 2.504293 5.261386 0.08 -0.35 -0.20
H -1.498528 0.846567 7.074309 0.06 0.05 -0.06
H -0.734499 -1.504884 6.535480 -0.09 0.33 0.16
```
Positions in Å, forces in eV/Å.

Results
total energy	-2578.24644	Eh
2S+1	5
orbital gap (alpha / beta)	3.29 / 4.09	eV
total charge	-1
LUMO (alpha / beta)	2.429 / 2.393	eV

=====

# 4
ORCA calculation (the ωB97M-V functional and the def2-TZVPD basis) on a cluster of 2 separate species, CH10N3Si in total.

```
15
Properties=species:S:1:pos:R:3:forces:R:3
C 1.403573 -0.393220 0.219692 0.79 -0.13 -0.55
N 2.606930 0.012260 0.556432 0.37 0.23 0.16
N 0.847533 -0.025853 -0.889760 0.02 0.26 -0.32
N -1.755391 -0.262292 -0.939406 -0.42 0.04 -0.05
Si -1.775981 0.383148 0.699338 -0.64 -0.36 0.15
H 3.091302 -0.314123 1.375253 -0.15 -0.09 0.09
H 3.104987 0.668549 -0.032674 -0.01 -0.13 0.15
H 1.306623 0.662556 -1.474939 0.06 -0.12 0.04
H -0.187859 -0.222719 -1.090717 0.20 -0.07 0.05
H -2.101502 -1.205922 -1.040042 -0.13 -0.18 0.04
H 0.901048 -1.111539 0.847206 -0.06 0.01 0.16
H -2.230262 0.301458 -1.629572 -0.09 0.13 -0.19
H -3.105739 0.566141 1.259216 -0.28 0.16 0.06
H -1.105133 -0.672519 1.463145 0.17 -0.04 0.20
H -1.000126 1.614076 0.676829 0.17 0.27 0.02
```
Positions in Å, forces in eV/Å.

Results
ΔE to the lowest compared entry with this formula, charge and spin	0.0	kJ/mol
total energy	-497.63607	Eh
orbital gap	11.44	eV
total charge	+1
LUMO	-3.167	eV

=====

# 5
ORCA calculation (the ωB97M-V functional and the def2-TZVPD basis) on the molecule C6H14O in a non-equilibrium geometry.

```
21
Properties=species:S:1:pos:R:3:forces:R:3
C 0.738845 -1.376993 -1.493963 -0.16 0.27 0.54
O 0.033389 -0.772031 -2.567544 0.22 -0.18 -0.33
C 1.484688 -0.327487 -0.678996 -0.84 -0.35 -0.63
C 0.581642 0.806768 -0.210813 -0.18 0.36 0.25
C -0.691757 0.402872 0.535370 0.44 -0.82 0.93
C -1.563787 1.589329 0.952703 0.51 -0.28 -1.01
C -0.318413 -0.413764 1.798721 -0.04 1.44 -0.29
H 0.020948 -1.880159 -0.845224 -0.06 -0.22 0.11
H 1.469299 -2.111189 -1.814255 0.09 -0.27 -0.40
H -0.235483 -1.473876 -3.173272 -0.01 0.23 0.10
H 1.886022 -0.881639 0.162361 0.37 0.10 0.27
H 2.297845 0.040232 -1.305779 0.11 0.19 0.22
H 0.224615 1.391839 -1.045645 0.26 0.22 -0.54
H 1.191941 1.471104 0.413138 -0.19 0.09 0.06
H -1.246946 -0.291735 -0.090246 -0.29 0.19 -0.34
H -1.047964 2.053506 1.789773 -0.49 0.26 0.29
H -1.661924 2.320279 0.145857 0.16 0.05 0.01
H -2.577597 1.243813 1.143042 0.04 0.10 0.61
H 0.058572 -1.354543 1.509352 0.24 -1.39 -0.19
H 0.520128 0.081449 2.299634 -0.24 0.12 0.27
H -1.164063 -0.517774 2.475787 0.05 -0.11 0.07
```
Positions in Å, forces in eV/Å.

Results
ΔE to the lowest compared entry with this formula, charge and spin	52.1	kJ/mol
total energy	-312.23518	Eh
SMILES	CC(C)CCCO
orbital gap	11.22	eV
total charge	0
LUMO	0.934	eV

=====

# 6
ORCA calculation (the ωB97M-V functional and the def2-TZVPD basis) on a cluster of 2 separate species, C4H11N2O2 in total.

```
19
Properties=species:S:1:pos:R:3:forces:R:3
N -2.046459 0.660178 -1.135793 0.28 0.50 0.43
C -2.176026 0.308229 0.202923 0.06 -0.34 -0.51
O -2.123862 -1.028672 0.422384 0.21 -0.01 -0.20
O -2.331340 1.058208 1.123690 0.27 0.26 0.26
H -1.262911 0.230276 -1.617960 -0.36 -0.08 -0.01
H -2.031996 1.672475 -1.240253 -0.11 -0.28 -0.07
H -2.227567 -1.492456 -0.420002 -0.07 -0.12 0.09
C 1.604465 -0.203016 -1.657893 0.22 -0.07 0.02
C 1.360262 -0.516721 -0.222909 -0.05 -0.40 -0.20
C 1.043380 0.372758 0.688137 -0.16 0.34 0.32
N 0.742457 -0.047901 2.077747 0.37 0.34 0.16
H 1.397868 0.836137 -1.892767 -0.05 0.09 -0.05
H 2.642206 -0.410747 -1.923641 0.02 -0.01 0.05
H 1.005142 -0.863624 -2.284210 -0.09 0.05 -0.06
H 1.405672 -1.566936 0.056569 0.07 0.00 0.04
H 0.949257 1.437638 0.531998 -0.06 -0.01 0.04
H 1.095026 -0.987893 2.247118 -0.19 -0.24 -0.01
H 1.217881 0.552366 2.764143 -0.16 0.00 -0.19
H -0.263446 -0.010297 2.280722 -0.19 -0.01 -0.10
```
Positions in Å, forces in eV/Å.

Results
ΔE to the lowest compared entry with this formula, charge and spin	87.1	kJ/mol
total energy	-418.76665	Eh
orbital gap	10.75	eV
total charge	+1
LUMO	-3.418	eV

=====

Number 1: molecular weight 103.14 g mol⁻¹. Number 2: molecular weight 296.20 g mol⁻¹. Number 3: molecular weight 305.14 g mol⁻¹. Number 4: molecular weight 92.20 g mol⁻¹. Number 5: molecular weight 102.18 g mol⁻¹. Number 6: molecular weight 119.14 g mol⁻¹.